Computed, not measured: C8H23BMnO5 as an isolated structure at a distorted geometry, with ωB97M-V/def2-TZVPD.

As for the relative energy (zero: lowest compared OMol25 entry of this formula, charge and spin): 17.2 kcal per mole. Its gap between HOMO and LUMO (spin up / spin down) is 4.475 / 4.895 eV. The calculation puts the strongest force on any atom at 2.64 eV/Å. As for the spin multiplicity: 6. The charge is -2. Its molar mass is 265.0 g mol⁻¹. For the LUMO energy (spin up / spin down), the calculation gives 4.859 / 4.857 eV. The HOMO energy (spin up / spin down) is 0.38 / -0.04 eV.

Cartesian coordinates (Å):
1 Mn 14.0256 20.9376 -14.3634
2 C 10.5136 20.0852 -13.4071
3 C 10.8746 20.3520 -14.8667
4 O 11.9442 21.1827 -15.0773
5 H 10.5629 20.9895 -12.8018
6 H 10.9415 19.2235 -12.8870
7 H 9.4427 19.7945 -13.4224
8 H 9.9488 20.7647 -15.3148
9 H 11.0030 19.3709 -15.3789
10 O 16.2250 21.0600 -14.2925
11 C 16.5886 21.9863 -15.2728
12 C 15.5890 23.1394 -15.5153
13 O 14.2424 22.8009 -15.4489
14 H 16.8250 21.4443 -16.2219
15 H 17.6209 22.3392 -15.0433
16 H 15.8438 23.5724 -16.5112
17 H 15.7665 24.0019 -14.8395
18 B 13.8453 20.7321 -12.0153
19 H 13.2152 20.0989 -12.7398
20 H 14.6375 19.9914 -11.5828
21 H 14.2886 21.6083 -12.6076
22 H 13.1797 21.1363 -11.1483
23 C 14.3970 18.9201 -16.5735
24 O 14.1043 19.0165 -15.1841
25 C 14.1453 17.8056 -14.4780
26 C 12.7950 17.1079 -14.5554
27 O 12.5798 16.5132 -15.8230
28 C 11.2224 16.1885 -16.0144
29 H 14.1714 19.8928 -17.0219
30 H 13.7292 18.1909 -17.0251
31 H 15.4821 18.8680 -16.6991
32 H 14.2771 18.0381 -13.4225
33 H 14.9286 17.1276 -14.8191
34 H 11.9939 17.8030 -14.2842
35 H 12.7155 16.3152 -13.7925
36 H 10.6268 17.1064 -15.9424
37 H 10.9607 15.4517 -15.2429
38 H 10.9728 15.7695 -16.9902

Löwdin atomic charge list, values in e, 8 entries:
1 Mn 0.775
2 C -0.138
3 C -0.510
4 O -0.334
5 H 0.069
6 H 0.041
7 H 0.043
8 H 0.070